{"formula": "C24H57MoNOP2Si4Te", "method": "ωB97M-V/def2-TZVPD", "orbital_gap_ev": [5.82, 5.82], "total_charge": 2, "e_tot_ha": -3255.0976, "symbols": ["Mo", "P", "P", "N", "H", "C", "H", "H", "H", "C", "H", "H", "H", "C", "H", "H", "H", "C", "H", "H", "H", "C", "H", "H", "H", "C", "H", "H", "H", "C", "C", "C", "C", "C", "C", "H", "H", "H", "H", "H", "C", "O", "C", "H", "H", "H", "C", "H", "H", "H", "C", "Si", "C", "C", "Si", "Te", "Si", "C", "C", "C", "Si", "C", "C", "C", "H", "H", "H", "H", "H", "H", "H", "H", "H", "H", "H", "H", "H", "H", "H", "H", "H", "H", "H", "H", "H", "H", "H", "H", "H", "H", "H"], "xyz": [[0.0977, -0.0563, 0.4565], [2.3475, -0.8108, -0.0321], [-2.2968, -0.7671, 0.0812], [0.0908, 0.7476, -1.1458], [0.5896, -1.6004, 0.2687], [2.7198, -2.1360, -1.2342], [3.7585, -2.4510, -1.0631], [2.6048, -1.7203, -2.2424], [2.0336, -2.9846, -1.1189], [3.5763, -1.0250, 1.2858], [4.5291, -1.2660, 0.7953], [3.3004, -1.8326, 1.9708], [3.6958, -0.1004, 1.8600], [3.1416, 0.5608, -0.9634], [4.2249, 0.3737, -0.9491], [2.9407, 1.5389, -0.5204], [2.7871, 0.5441, -1.9988], [-3.4256, -1.5716, -1.1621], [-4.4384, -1.1255, -1.0730], [-3.4741, -2.6572, -0.9891], [-3.0241, -1.3894, -2.1654], [-3.2981, -1.0648, 1.6066], [-4.3456, -0.8129, 1.3638], [-2.9488, -0.4216, 2.4228], [-3.2282, -2.1271, 1.8850], [-2.8461, 0.9630, -0.2877], [-3.9424, 0.9781, -0.2280], [-2.5295, 1.2398, -1.3018], [-2.4197, 1.6670, 0.4370], [0.0689, 1.6135, -2.1879], [-0.0033, 1.9973, -4.5687], [0.0567, 1.1028, -3.5122], [0.0640, 3.0064, -1.9172], [-0.0070, 3.8899, -2.9838], [-0.0270, 3.3827, -4.3009], [-0.0386, 1.5930, -5.5904], [0.0724, 0.0128, -3.6471], [0.0953, 3.3414, -0.8680], [-0.0422, 4.9642, -2.7706], [-0.0456, 4.0803, -5.1429], [-0.6264, -3.5673, 0.7654], [-1.4822, -3.3684, -0.0981], [0.6310, -4.3241, 0.4485], [1.5629, -3.8069, 0.7425], [0.6698, -4.6421, -0.5896], [0.5431, -5.1900, 1.1099], [-0.6315, -2.9415, 2.1534], [-1.4364, -3.4805, 2.6613], [-0.8430, -1.8662, 2.2775], [0.2924, -3.1255, 2.7064], [-3.4049, 1.1697, 5.4354], [-1.9320, 0.1068, 5.8880], [-1.6727, 0.0730, 7.7544], [-2.2363, -1.6317, 5.2323], [0.0321, 0.9720, 4.8331], [0.4740, 1.6278, 2.3992], [0.2282, 3.3092, 5.5042], [0.1845, 3.4004, 7.3819], [1.8760, 3.9884, 4.8874], [-1.2585, 4.2307, 4.8084], [1.9657, -0.1802, 5.5231], [1.9167, -0.3868, 7.4008], [1.9514, -1.8505, 4.6346], [3.5431, 0.6872, 4.9567], [-4.3332, 0.6989, 5.7802], [-3.4988, 1.3020, 4.3544], [-3.3673, 2.1660, 5.8814], [-2.6456, 0.0294, 8.2636], [-1.1026, -0.8046, 8.0787], [-1.1522, 0.9532, 8.1467], [-2.5834, -1.6312, 4.1923], [-1.3450, -2.2654, 5.2708], [-3.0126, -2.1289, 5.8261], [0.9530, 2.7838, 7.8591], [0.3750, 4.4444, 7.6688], [-0.7906, 3.1207, 7.7926], [1.9436, 4.0519, 3.7935], [1.9784, 5.0110, 5.2859], [2.7320, 3.4069, 5.2472], [-1.2462, 4.2871, 3.7127], [-2.2130, 3.7882, 5.1089], [-1.2294, 5.2622, 5.1939], [1.2274, -1.1853, 7.7058], [2.9216, -0.6463, 7.7692], [1.6066, 0.5315, 7.9183], [1.6820, -1.7222, 3.5784], [2.9508, -2.3110, 4.6758], [1.2334, -2.5530, 5.0803], [3.4266, 1.1428, 3.9690], [3.8462, 1.4769, 5.6533], [4.3673, -0.0413, 4.8972]], "atomic_forces_ev_per_a": [[0.373, 2.556, -2.651], [1.743, 1.262, -0.742], [-2.321, 0.614, -0.197], [0.146, -1.880, 3.366], [-0.685, -1.121, -0.408], [-0.685, -0.300, 0.222], [-0.322, 0.054, -0.165], [0.055, -0.173, 0.240], [0.432, 0.236, -0.181], [-0.166, -0.372, 0.413], [-0.245, 0.001, 0.140], [0.141, 0.102, -0.049], [-0.169, -0.133, -0.125], [0.024, 0.060, 0.116], [-0.260, 0.074, -0.087], [0.033, -0.118, -0.028], [0.041, 0.117, 0.217], [0.616, -0.483, -0.104], [0.764, -0.087, 0.074], [0.033, 0.540, -0.098], [-0.200, -0.071, 0.123], [0.287, -0.202, -0.175], [0.471, -0.123, 0.097], [-0.081, -0.178, -0.115], [-0.125, 0.446, -0.007], [0.095, -0.052, 0.171], [0.279, 0.143, -0.002], [-0.114, -0.021, 0.283], [-0.182, -0.008, -0.209], [0.136, 0.507, -0.625], [0.036, 0.120, 0.083], [-0.182, 0.120, 0.545], [-0.140, -0.352, -0.074], [0.093, -0.243, -0.143], [0.028, -0.053, 0.002], [0.066, 0.478, 0.486], [-0.028, 0.559, -0.050], [-0.057, -0.141, -0.632], [0.058, -0.459, -0.335], [-0.077, -0.237, 0.334], [0.505, 1.730, -1.678], [0.819, -0.510, 1.805], [-0.256, -0.546, 0.479], [-0.605, -0.101, 0.047], [-0.093, -0.078, 0.033], [0.423, -0.365, -0.131], [-0.336, -0.706, 0.416], [-0.025, 0.213, 0.396], [-0.198, -0.278, -0.454], [-0.118, -0.216, -0.211], [-0.144, 0.087, -0.001], [-0.397, -0.340, -0.407], [0.290, 0.053, 0.066], [-0.063, -0.197, -0.012], [0.345, 0.760, 1.245], [-0.370, -0.453, -0.814], [-0.047, -0.498, 0.055], [0.037, 0.087, -0.044], [-0.138, 0.239, -0.001], [0.200, 0.254, -0.065], [0.251, -0.232, -0.069], [0.037, 0.008, -0.040], [0.037, -0.206, 0.132], [0.039, -0.013, 0.139], [0.137, -0.007, 0.023], [0.049, -0.004, -0.005], [0.026, -0.094, 0.027], [0.091, -0.001, -0.256], [-0.083, 0.103, -0.135], [-0.091, -0.112, -0.124], [0.043, 0.104, 0.216], [-0.007, 0.080, 0.097], [0.071, 0.065, -0.040], [-0.086, 0.086, -0.067], [-0.040, -0.184, -0.008], [0.113, 0.053, -0.073], [-0.032, 0.015, 0.232], [0.029, -0.240, -0.151], [-0.207, 0.087, -0.012], [0.019, 0.011, 0.159], [0.207, 0.052, 0.012], [-0.063, -0.222, -0.144], [0.171, 0.158, -0.100], [-0.268, 0.029, -0.115], [0.096, -0.192, -0.165], [0.065, 0.064, 0.130], [-0.265, 0.062, 0.017], [0.149, 0.141, -0.090], [0.018, 0.011, 0.039], [-0.025, -0.125, -0.127], [-0.221, 0.183, 0.069]], "mulliken_charge": [-0.66, 1.49, 1.44, -0.44, 0.81, -1.14, 0.42, 0.43, 0.12, -1.38, 0.58, 0.32, 0.33, -1.45, 0.52, 0.31, 0.45, -1.35, 0.46, 0.41, 0.35, -1.00, 0.69, -0.14, 0.32, -1.28, 0.56, 0.39, 0.26, -0.18, -0.70, -0.03, 0.14, -0.71, -0.38, 0.41, 0.46, 0.39, 0.43, 0.42, 0.94, -0.58, -1.61, 0.40, 0.35, 0.49, -0.53, 0.46, -0.22, 0.35, -1.22, 0.67, -1.12, -0.76, -0.07, -0.79, 0.26, -1.03, -0.91, -0.89, 0.24, -1.00, -0.26, -1.13, 0.46, 0.36, 0.32, 0.42, 0.34, 0.26, -0.04, 0.22, 0.53, 0.31, 0.43, 0.28, 0.28, 0.41, 0.24, 0.30, 0.22, 0.38, 0.28, 0.40, 0.24, -0.83, 0.57, 0.46, 0.30, 0.35, 0.41]}